1.
This record from the Open Molecules 2025 dataset describes a cluster of 7 separate species, C5H25N2O7 in total in a non-equilibrium geometry. The level of theory is ωB97M-V with the def2-TZVPD basis set.

Structure (XYZ):
```
39
C5H25N2O7 ωB97M-V with the def2-TZVPD basis set
C -1.53946 2.14866 -1.06057
O -2.35646 1.01724 -1.41914
C -0.62068 1.83671 0.16206
C 0.22352 3.04187 0.46783
C 1.19192 2.83142 1.79902
C 2.61952 1.21258 2.86148
N 1.75527 1.54674 1.99892
N 0.25073 0.69626 -0.34794
H -2.22195 2.97175 -0.96051
H -0.93558 2.26785 -1.95482
H -2.25083 0.27726 -0.81443
H -1.28269 1.37752 0.91593
H 0.97135 3.33103 -0.26452
H -0.35301 3.91401 0.76938
H 1.90892 3.63641 1.67154
H 0.48303 2.98367 2.62579
H 3.28273 0.36300 2.70115
H 2.86900 1.78965 3.74547
H 1.18311 0.70176 0.08846
H -0.14107 -0.25260 -0.21452
H 0.48395 0.79353 -1.35571
H 2.03582 -0.22872 -3.39160
H 0.49686 -0.05758 -2.99407
O 1.37842 0.33565 -2.99205
H -0.79072 -2.23919 0.67974
H -1.85394 -2.00803 -0.39324
O -0.90240 -1.92027 -0.24818
H -1.35946 -4.25521 0.81404
H -0.70394 -4.20142 2.19753
O -1.35866 -3.74702 1.63263
H -3.53046 -1.49030 2.18079
H -3.85061 -2.11859 0.83487
O -3.40178 -1.35361 1.22273
H 3.35944 -2.54413 -1.82340
H 3.57944 -2.90660 -0.27776
O 2.94782 -2.87211 -1.00494
H -0.69824 -2.83984 -3.15447
H -0.53709 -2.02215 -1.87245
O -0.33180 -2.01723 -2.82498
```

The energy comes out at -22883.85486 eV. The calculation puts the LUMO energy (alpha / beta) at -8.5 / -12.1 eV. For the molar mass, the calculation gives 225.26 Da. Its charge is +2. The HOMO energy (alpha / beta) comes out at -16.46 / -16.46 eV. Its expectation value of S² is 0.758. As for the multiplicity: 2.

2.
This record from the Open Molecules 2025 dataset describes a cluster of 7 separate species, C5H25NO6 in total in a non-equilibrium geometry. The level of theory is ωB97M-V with the def2-TZVPD basis set.

Structure (XYZ):
```
37
C5H25NO6 ωB97M-V with the def2-TZVPD basis set
C 1.35910 1.30989 0.55933
C 0.36149 1.40893 -0.58711
C -0.25553 2.82362 -0.62639
C -0.75952 0.37413 -0.39241
C -1.35058 -0.11550 -1.72325
N -0.60149 -1.34328 -2.15914
H 2.11726 2.13336 0.55323
H 0.80114 1.40682 1.57437
H 1.90904 0.34785 0.60756
H 0.93955 1.21913 -1.52316
H 0.52894 3.54733 -0.78430
H -0.93276 2.92807 -1.53531
H -0.76414 3.05523 0.29857
H -0.31919 -0.51489 0.16231
H -1.54500 0.80470 0.26391
H -2.42270 -0.38910 -1.56366
H -1.35005 0.74018 -2.45688
H -0.96709 -1.70813 -2.99989
H 0.34001 -1.15307 -2.32435
O 1.67860 -2.34235 -0.30179
H 0.85836 -2.49081 -0.72193
H 2.03363 -1.55923 -0.79339
O -1.32195 2.32371 2.71619
H -1.34544 1.37792 2.56900
H -0.46115 2.58402 2.52380
O 0.36153 -2.30053 2.03453
H 1.04899 -2.22771 1.32410
H -0.28268 -2.73845 1.55212
O 2.75285 -0.40381 -1.84795
H 2.96418 0.36368 -1.30369
H 3.63750 -0.79103 -2.08882
O -1.40289 -0.34293 2.49494
H -0.60281 -0.95096 2.33609
H -1.73948 -0.60933 3.34417
O -1.77581 -2.64039 0.45112
H -1.41032 -2.32858 -0.48422
H -2.08160 -1.79851 0.85228
```

The energy comes out at -19366.18772 eV. The calculation puts the LUMO energy at 0.0 eV. For the molar mass, the calculation gives 195.26 Da. The HOMO energy comes out at -10.37 eV. Its structure (SMILES) is CC(C)CCN.O.O.O.O.O.O.

3.
This record from the Open Molecules 2025 dataset describes a cluster of 8 separate species, C5H25NO8 in total in a non-equilibrium geometry. The level of theory is ωB97M-V with the def2-TZVPD basis set.

Structure (XYZ):
```
39
C5H25NO8 ωB97M-V with the def2-TZVPD basis set
C 1.59453 -2.43798 -1.88618
C 0.96178 -1.06142 -1.69948
C 1.73146 -0.43553 -0.51411
O 1.32632 -0.78765 0.57564
N 2.85372 0.27704 -0.82753
C 3.16502 0.75551 -2.19409
C 3.81121 0.53082 0.23283
H 0.99756 -3.16726 -1.36317
H 2.55319 -2.53464 -1.42289
H 1.27631 -2.84670 -2.87737
H 1.12028 -0.51469 -2.64374
H -0.10491 -1.11781 -1.60428
H 3.68179 -0.00354 -2.75099
H 3.80967 1.62041 -1.97063
H 2.31874 1.15511 -2.79372
H 4.67803 -0.12961 0.14593
H 3.32262 0.41468 1.21229
H 4.23120 1.53630 0.26927
O -0.41515 -0.39603 2.52770
H -0.15837 0.18226 1.79776
H 0.41097 -0.85376 2.75565
O -2.91657 1.74622 -1.05299
H -3.24111 1.01518 -0.45689
H -3.44970 2.44672 -0.63127
O -0.21089 1.23224 -0.41030
H -1.13420 0.96737 -0.60849
H 0.22317 1.52192 -1.21672
O -0.65486 3.11382 1.53653
H -0.17976 2.49676 0.93245
H -1.26813 3.36478 0.82631
O -3.39420 -0.47731 0.24491
H -3.08562 -1.33517 -0.09508
H -2.79729 -0.28227 0.98791
O -2.78060 -3.22939 -0.21896
H -1.82865 -3.12745 -0.35469
H -2.80496 -3.46997 0.71679
O -2.52498 0.71228 2.74486
H -2.06203 1.55679 2.71122
H -1.88430 0.00147 3.05915
```

The energy comes out at -23460.32951 eV. The calculation puts the LUMO energy at 0.3 eV. For the molar mass, the calculation gives 227.25 Da. The HOMO energy comes out at -9.82 eV. Its structure (SMILES) is CCC(=O)N(C)C.O.O.O.O.O.O.O.

4.
This record from the Open Molecules 2025 dataset describes a cluster of 8 separate species, C5H25NO8 in total in a non-equilibrium geometry. The level of theory is ωB97M-V with the def2-TZVPD basis set.

Structure (XYZ):
```
39
C5H25NO8 ωB97M-V with the def2-TZVPD basis set
C 1.41249 -2.65813 0.35527
C 0.88945 -1.27971 0.01651
C 1.37174 -0.96986 -1.42140
C 1.45998 -0.16640 0.90874
N 0.82938 -0.12375 2.22104
C 0.13061 0.93621 2.63044
O -0.15734 1.91974 1.94900
H 2.49372 -2.61877 0.52336
H 0.91883 -3.08057 1.24236
H 1.18757 -3.42660 -0.38877
H -0.19135 -1.23682 -0.02785
H 1.07493 -0.11335 -2.02386
H 1.25203 -1.90272 -1.96079
H 2.45974 -0.80139 -1.32959
H 1.29793 0.78541 0.42490
H 2.52309 -0.38619 1.01385
H 0.95528 -0.82822 2.93388
H -0.25075 0.92857 3.66206
O -0.18177 4.19864 -1.24354
H -0.64031 3.97824 -2.07555
H -0.91440 3.92028 -0.67136
O 2.12947 2.60137 -1.10576
H 1.44231 3.09809 -1.57629
H 2.26340 3.08708 -0.27606
O -3.20099 0.60278 -1.94201
H -2.72071 1.10303 -2.62123
H -3.44634 1.40453 -1.44036
O -2.09323 2.39686 -0.01091
H -1.25913 1.92613 0.15917
H -2.34008 2.72554 0.86191
O 2.53916 -2.05602 3.43770
H 3.03208 -1.66354 2.70689
H 2.59331 -2.99352 3.19012
O -3.81375 -1.96486 -0.90692
H -3.70825 -1.61533 -0.01345
H -4.27433 -1.23475 -1.33919
O -1.32962 -1.57882 -2.06759
H -1.60310 -0.85455 -1.50184
H -2.13103 -2.05867 -2.29286
```

The energy comes out at -23461.12360 eV. The calculation puts the LUMO energy at 0.2 eV. For the molar mass, the calculation gives 227.25 Da. The HOMO energy comes out at -9.81 eV. Its structure (SMILES) is CC(C)CNC=O.O.O.O.O.O.O.O.

5.
This record from the Open Molecules 2025 dataset describes a cluster of 8 separate species, C5H25NO8 in total in a non-equilibrium geometry. The level of theory is ωB97M-V with the def2-TZVPD basis set.

Structure (XYZ):
```
39
C5H25NO8 ωB97M-V with the def2-TZVPD basis set
C -2.40645 0.79571 -1.42508
N -1.04221 0.38514 -1.17729
C -0.67949 0.02276 0.09971
C -1.66750 -0.43295 1.18647
C -1.04169 -1.57562 1.97664
C -2.19725 0.71834 2.02325
O 0.52991 -0.09404 0.30308
H -2.53117 1.86207 -1.65068
H -2.99941 0.73907 -0.52422
H -2.91198 0.20223 -2.18753
H -0.28017 0.79816 -1.76420
H -2.53350 -0.83205 0.65603
H -0.21797 -1.26400 2.61076
H -1.78833 -2.03905 2.60510
H -0.71268 -2.37097 1.30606
H -3.02192 0.42118 2.66817
H -2.62716 1.52093 1.42849
H -1.41584 1.19833 2.61338
H -1.48186 -2.41525 -2.43122
H -1.77557 -3.61008 -1.60865
O -1.21587 -3.33855 -2.35117
H 2.14487 -3.06765 -1.92059
H 1.42805 -2.12984 -2.81591
O 2.32578 -2.34289 -2.53520
H 2.27278 1.25323 1.29844
H 3.23654 2.34932 0.61183
O 2.36173 1.94520 0.60770
H 2.48406 -1.48812 -0.73542
H 2.89304 -0.02889 -0.40817
O 3.11195 -0.95334 -0.22596
H -0.41628 3.02949 -0.73174
H 0.67945 2.84710 0.34527
O -0.05809 3.41714 0.06960
H 3.07156 -0.23996 2.52339
H 1.52064 -0.09251 2.44043
O 2.32161 0.30153 2.80080
H 2.05467 1.31950 -2.48348
H 1.38077 1.68467 -1.12974
O 1.20500 1.50466 -2.06831
```

The energy comes out at -23452.06012 eV. The calculation puts the LUMO energy (alpha / beta) at -3.9 / -9.0 eV. For the molar mass, the calculation gives 227.25 Da. Its charge is +1. The HOMO energy (alpha / beta) comes out at -14.09 / -14.08 eV. Its expectation value of S² is 0.770. As for the multiplicity: 2.

6.
This record from the Open Molecules 2025 dataset describes a cluster of 8 separate species, C5H25NO9 in total. The level of theory is ωB97M-V with the def2-TZVPD basis set.

Structure (XYZ):
```
40
C5H25NO9 ωB97M-V with the def2-TZVPD basis set
C 0.29002 -0.89591 -0.84764
C -0.40232 -0.20574 0.33404
C 0.26994 -0.60497 1.65976
C 0.46349 -2.08458 1.77902
O 1.56316 -2.58235 1.76001
N -0.36884 1.25476 0.23176
C -1.51657 1.88363 -0.33475
O -1.81496 1.51422 -1.70117
H -0.10450 -0.52914 -1.79382
H 1.36941 -0.71478 -0.83091
H 0.15308 -1.97804 -0.81227
H -1.44904 -0.51898 0.31986
H -0.34661 -0.22840 2.48219
H 1.24040 -0.11593 1.75088
H -0.43399 -2.72471 1.85366
H 0.47783 1.59630 -0.21274
H -2.41441 1.57889 0.20169
H -1.39322 2.96497 -0.27960
H -1.04366 1.65469 -2.25682
O -3.08180 -0.90743 -1.91506
H -3.88906 -0.66430 -2.38752
H -2.58918 -0.07658 -1.81945
O -3.16709 -2.25659 0.48621
H -3.16272 -1.82468 -0.39093
H -3.78941 -2.98187 0.37142
O 3.54983 0.00386 -1.94214
H 3.23686 -0.75035 -2.44556
H 3.65265 -0.31225 -1.01322
O 2.14918 2.23188 -1.31190
H 2.49319 2.98775 -1.78001
H 2.65674 1.44532 -1.63314
O -3.39311 0.08637 2.24451
H -3.43340 -0.74397 1.74373
H -2.48795 0.38903 2.15687
O 2.55709 1.85624 1.41039
H 1.61705 1.86179 1.61641
H 2.61807 2.11128 0.47073
O 3.56917 -0.64095 0.67473
H 3.33048 0.22431 1.05931
H 3.02418 -1.30280 1.10149
```

The energy comes out at -25509.45529 eV. The calculation puts the LUMO energy at 0.3 eV. For the molar mass, the calculation gives 243.25 Da. The HOMO energy comes out at -9.76 eV. Its structure (SMILES) is C[C@@H](CC=O)NCO.O.O.O.O.O.O.O.